Record 1
The molecule C3H6O2 in a non-equilibrium geometry. Source: the OMol25 dataset; level of theory: wB97M-V/def2-TZVPD.

Last column: natural (NBO) charge in e.
Cartesian coordinates (Å):
C -0.349 -1.464 0.357  -0.7461
C 0.362 -0.093 0.444  0.5494
O 1.028 0.380 1.379  -0.5688
C 0.001 0.840 -0.713  -0.1794
O 0.287 2.211 -0.330  -0.7155
H -0.976 -1.522 -0.768  0.2370
H -1.137 -1.196 1.323  0.2734
H 0.396 -2.475 0.548  0.2684
H 0.577 0.465 -1.542  0.1919
H -1.054 0.683 -1.132  0.1991
H 0.867 2.171 0.434  0.4905

Computed properties:
Structure (SMILES): CC(=O)CO
ΔE to the lowest compared entry with this formula, charge and spin: 59.4 kcal/mol
Gap between HOMO and LUMO: 10.83 eV
Lowest unoccupied orbital energy: 0.629 eV
Spin multiplicity: 1
E_tot: -268.3106 hartree

Record 2
A structure of composition C16H19N2O9PRhS2SbSe5Te in a non-equilibrium geometry. Source: the OMol25 dataset; level of theory: wB97M-V/def2-TZVPD.

Last column: natural (NBO) charge in e.
Cartesian coordinates (Å):
Rh 0.010 -0.005 0.170  0.4867
O 1.920 2.501 0.659  -0.8325
S 0.786 2.365 1.621  2.1661
O 0.966 3.023 3.009  -0.8328
O -0.554 1.453 1.328  -0.7309
C -0.649 3.365 0.813  -0.2640
C -1.431 4.201 1.659  -0.1628
C -2.519 4.939 1.175  -0.2836
C -2.933 4.801 -0.143  -0.2074
C -2.267 3.921 -1.008  -0.2843
C -1.096 3.216 -0.612  -0.1281
S -0.313 1.998 -1.883  2.1441
O -0.988 2.369 -3.224  -0.9213
O 1.156 2.245 -1.777  -0.9108
O -1.195 1.239 -0.717  -0.9411
H -1.157 4.307 2.695  0.2308
H -3.026 5.631 1.832  0.1975
H -3.762 5.385 -0.515  0.1922
H -2.634 3.813 -2.013  0.2224
Se 0.958 0.202 -3.038  1.2737
N -0.312 -0.020 -1.786  -0.6703
C -1.513 -0.200 -2.337  0.1962
C -2.676 -0.396 -1.599  -0.1792
C -3.882 -0.574 -2.287  -0.2087
C -3.904 -0.552 -3.695  -0.2236
C -2.716 -0.352 -4.419  -0.1938
C -1.526 -0.177 -3.711  0.0613
N -0.327 0.022 -4.283  -0.6333
H -2.643 -0.411 -0.515  0.2443
H -4.794 -0.728 -1.728  0.2093
H -4.838 -0.690 -4.221  0.2018
H -2.720 -0.333 -5.499  0.2155
C 0.902 -4.672 -1.722  -0.6292
C 1.703 -4.274 -0.489  -0.0848
O 2.725 -3.370 -0.850  -0.7821
P 2.288 -1.740 -0.370  1.7253
O 0.642 -1.490 -0.864  -0.9893
Te 3.622 -0.181 -1.315  -0.2752
O 2.286 -1.661 1.378  -0.8450
C 3.513 -2.166 1.843  -0.0866
C 3.587 -1.976 3.350  -0.6531
H 0.131 -5.421 -1.443  0.2040
H 1.576 -5.117 -2.485  0.2018
H 0.398 -3.786 -2.160  0.2310
H 2.182 -5.181 -0.064  0.1745
H 1.019 -3.893 0.304  0.1917
H 4.371 -1.616 1.394  0.1951
H 3.592 -3.255 1.630  0.1691
H 3.519 -0.896 3.601  0.2434
H 4.550 -2.375 3.733  0.2084
H 2.751 -2.517 3.843  0.2484
Se 2.761 1.247 5.733  -0.6731
Sb 0.832 0.035 5.173  0.9800
Se -0.951 1.009 6.345  -0.7353
Se 1.113 -2.129 6.031  -0.7178
Se 0.413 0.015 2.623  0.0773
H 1.058 -1.146 0.832  0.1879

Computed properties:
Gap between HOMO and LUMO (alpha / beta): 4.41 / 4.01 eV
Lowest unoccupied orbital energy (alpha / beta): 2.575 / 2.177 eV
Spin multiplicity: 1
E_tot: -15170.8616 hartree
Net charge: -2

Record 3
The molecule C6H12O. Source: the OMol25 dataset; level of theory: wB97M-V/def2-TZVPD.

Last column: natural (NBO) charge in e.
Cartesian coordinates (Å):
C 1.521 0.953 0.429  -0.6396
C 0.725 -0.320 0.172  0.2157
C 1.400 -1.345 -0.737  -0.6365
O -0.073 -1.036 1.130  -0.4959
C -0.734 -0.121 0.253  0.2105
C -1.324 1.004 1.093  -0.6329
C -1.570 -0.460 -0.957  -0.6303
H 2.572 0.842 0.161  0.2119
H 1.446 1.348 1.442  0.2276
H 1.102 1.709 -0.251  0.2135
H 0.869 -1.550 -1.669  0.2115
H 1.441 -2.291 -0.185  0.2362
H 2.425 -1.058 -0.988  0.2091
H -1.398 1.964 0.572  0.2086
H -2.335 0.705 1.396  0.2186
H -0.741 1.133 2.007  0.2250
H -2.578 -0.818 -0.741  0.2155
H -1.076 -1.155 -1.635  0.2152
H -1.672 0.495 -1.493  0.2165

Computed properties:
Structure (SMILES): CC1(C)OC1(C)C
ΔE to the lowest compared entry with this formula, charge and spin: 35.3 kcal/mol
Gap between HOMO and LUMO: 10.65 eV
Lowest unoccupied orbital energy: 0.938 eV
Spin multiplicity: 1
E_tot: -311.0029 hartree